(1)
{"formula": "C20H60O10", "method": "ωB97M-V/def2-TZVPD", "de_lowest_kcal_mol": 43.6, "smiles": "CCO.CCO.CCO.CCO.CCO.CCO.CCO.CCO.CCO.CCO", "energy_ha": -1550.26674, "e_homo_ha": -0.3473, "gap_ev": 9.783, "charge": 0, "elements": ["C", "C", "O", "H", "H", "H", "H", "H", "H", "C", "C", "O", "H", "H", "H", "H", "H", "H", "C", "C", "O", "H", "H", "H", "H", "H", "H", "C", "C", "O", "H", "H", "H", "H", "H", "H", "C", "C", "O", "H", "H", "H", "H", "H", "H", "C", "C", "O", "H", "H", "H", "H", "H", "H", "C", "C", "O", "H", "H", "H", "H", "H", "H", "C", "C", "O", "H", "H", "H", "H", "H", "H", "C", "C", "O", "H", "H", "H", "H", "H", "H", "C", "C", "O", "H", "H", "H", "H", "H", "H"], "positions_angstrom": [[-5.0339, 0.1345, 1.3959], [-3.6892, -0.0350, 0.6845], [-2.7246, -0.7476, 1.4550], [-5.6949, 0.7532, 0.7890], [-4.9590, 0.6832, 2.3347], [-5.5186, -0.8224, 1.5898], [-3.2817, 0.9201, 0.3530], [-3.8429, -0.5686, -0.2535], [-1.9002, -0.9024, 0.9881], [0.0968, -2.5405, -3.3599], [-1.3945, -2.7863, -3.2663], [-2.1030, -2.2209, -4.3308], [0.6152, -2.9052, -2.4732], [0.2594, -1.4627, -3.3475], [0.4866, -3.0739, -4.2269], [-1.7642, -2.3541, -2.3365], [-1.5484, -3.8482, -3.0745], [-2.2134, -1.3004, -4.0816], [3.0485, 2.2791, -1.7158], [3.6521, 0.9972, -2.2625], [4.1563, 0.2881, -1.1773], [2.2451, 2.1156, -0.9975], [2.5880, 2.8662, -2.5105], [3.8189, 2.8918, -1.2477], [4.4538, 1.1912, -2.9750], [2.8994, 0.3688, -2.7386], [4.6759, -0.4601, -1.4802], [0.7304, -4.2982, 2.0541], [-0.2929, -4.7094, 1.0392], [0.1659, -4.2277, -0.2105], [1.7206, -4.6883, 1.8186], [0.5032, -4.7412, 3.0237], [0.8995, -3.2272, 2.1653], [-1.2541, -4.2371, 1.2419], [-0.4429, -5.7875, 0.9811], [0.9264, -4.7344, -0.5047], [-0.4737, 1.5731, -3.1094], [-1.7185, 0.9412, -2.5739], [-2.5274, 0.5307, -3.5969], [0.0557, 0.8713, -3.7538], [0.2466, 1.8244, -2.3309], [-0.6603, 2.4788, -3.6863], [-2.3081, 1.7175, -2.0863], [-1.5215, 0.0928, -1.9186], [-3.3907, 0.6166, -3.1857], [1.0416, 0.6061, 4.3424], [0.0339, -0.5829, 4.3579], [0.5572, -1.4675, 5.3047], [2.0665, 0.2759, 4.1729], [1.0148, 1.1304, 5.2976], [0.7600, 1.2777, 3.5315], [-0.1311, -1.0685, 3.3961], [-0.9114, -0.2834, 4.8106], [1.1125, -2.1256, 4.8801], [3.6591, -2.8277, -2.2413], [5.0969, -2.7306, -2.8054], [5.5074, -1.3967, -2.6833], [3.0460, -2.1852, -2.8734], [3.4621, -2.3801, -1.2672], [3.3174, -3.8564, -2.3559], [5.2097, -3.0306, -3.8472], [5.8224, -3.3395, -2.2660], [6.3211, -1.2911, -3.1817], [-2.4971, 2.1333, 3.8162], [-3.3115, 3.3752, 3.4119], [-3.0883, 3.7029, 2.0398], [-3.0150, 1.2405, 3.4658], [-2.4695, 2.0773, 4.9044], [-1.4759, 2.1247, 3.4350], [-2.8967, 4.2476, 3.9169], [-4.3771, 3.2422, 3.5988], [-2.1425, 3.6661, 1.8797], [-0.9502, 5.2945, -0.1987], [0.0633, 4.2455, 0.3211], [-0.2886, 3.8184, 1.6051], [-1.9396, 4.8395, -0.2456], [-0.7695, 5.7213, -1.1852], [-0.9179, 6.1685, 0.4518], [1.0897, 4.6120, 0.3066], [0.0397, 3.3657, -0.3219], [0.3730, 4.1890, 2.1937], [0.2680, 0.6604, 0.7068], [0.7525, -0.6470, 0.0736], [-0.3853, -1.3137, -0.2423], [1.0760, 1.3065, 1.0500], [-0.2863, 0.5090, 1.6331], [-0.4341, 1.1777, 0.0529], [1.2975, -1.1417, 0.8775], [1.3795, -0.5915, -0.8163], [-0.0659, -2.2045, -0.4042]]}



(2)
{"formula": "C20H60O20", "method": "ωB97M-V/def2-TZVPD", "de_lowest_kcal_mol": 76.7, "smiles": "OCCO.OCCO.OCCO.OCCO.OCCO.OCCO.OCCO.OCCO.OCCO.OCCO", "energy_ha": -2302.56629, "e_homo_ha": -0.3619, "gap_ev": 10.010, "charge": 0, "elements": ["O", "C", "C", "O", "H", "H", "H", "H", "H", "H", "O", "C", "C", "O", "H", "H", "H", "H", "H", "H", "O", "C", "C", "O", "H", "H", "H", "H", "H", "H", "O", "C", "C", "O", "H", "H", "H", "H", "H", "H", "O", "C", "C", "O", "H", "H", "H", "H", "H", "H", "O", "C", "C", "O", "H", "H", "H", "H", "H", "H", "O", "C", "C", "O", "H", "H", "H", "H", "H", "H", "O", "C", "C", "O", "H", "H", "H", "H", "H", "H", "O", "C", "C", "O", "H", "H", "H", "H", "H", "H", "O", "C", "C", "O", "H", "H", "H", "H", "H", "H"], "positions_angstrom": [[-2.1644, 3.7688, 6.6822], [-2.4330, 3.7183, 5.2858], [-1.7660, 2.4975, 4.6606], [-2.1093, 2.3685, 3.2904], [-2.3447, 2.9297, 7.1139], [-3.5176, 3.6668, 5.1404], [-2.1208, 4.6828, 4.8875], [-2.0505, 1.6026, 5.2151], [-0.6798, 2.5784, 4.7769], [-1.5485, 2.9567, 2.7790], [2.6175, 1.6207, 5.8276], [3.4605, 2.4386, 5.0695], [2.7048, 2.9929, 3.8651], [2.5570, 1.9612, 2.8974], [1.7176, 1.9497, 5.9052], [3.9632, 3.2308, 5.6349], [4.2774, 1.8518, 4.6440], [3.1410, 3.8965, 3.4429], [1.6652, 3.2411, 4.1357], [2.4467, 1.1059, 3.3234], [-0.4534, 0.9700, 0.9416], [0.6876, 0.6379, 0.0468], [0.1767, -0.2000, -1.1186], [-0.3115, 0.6845, -2.1306], [-0.7163, 1.8494, 0.6509], [1.1309, 1.4929, -0.4607], [1.2728, 0.1871, 0.8422], [-0.5595, -0.9699, -0.8941], [1.1005, -0.6425, -1.5091], [-1.2026, 0.9960, -1.9093], [2.3329, -4.9015, -4.0844], [3.4351, -4.9841, -3.1622], [3.8807, -3.5495, -2.8646], [2.7099, -2.9438, -2.2765], [1.7179, -5.6301, -4.0056], [3.0246, -5.5119, -2.2960], [4.1610, -5.6097, -3.6969], [4.1365, -3.0116, -3.7807], [4.7425, -3.5866, -2.1993], [1.9953, -3.3799, -2.7726], [-0.8030, -0.4421, 3.6068], [0.5055, -0.3892, 4.1460], [0.5318, -1.2015, 5.4200], [-0.0783, -0.5207, 6.5116], [-0.9246, 0.0970, 2.8166], [1.2327, -0.7600, 3.4132], [0.7766, 0.6308, 4.4369], [1.6104, -1.2448, 5.6212], [0.2555, -2.2536, 5.3324], [-0.9225, -0.2336, 6.1330], [1.4489, -2.4744, -5.8529], [0.7466, -1.4236, -6.4996], [0.5472, -0.2160, -5.6212], [0.2619, -0.6909, -4.3164], [1.4408, -2.2102, -4.9154], [1.3631, -1.0442, -7.3292], [-0.1504, -1.8751, -6.9382], [-0.2303, 0.4510, -6.0160], [1.4358, 0.4283, -5.5846], [0.2365, 0.0256, -3.6469], [-2.3416, 2.4049, -1.1261], [-2.0202, 3.7673, -0.8560], [-3.2936, 4.6031, -0.6418], [-4.1491, 4.6071, -1.7602], [-2.6635, 2.2467, -2.0194], [-1.4659, 3.8208, 0.0819], [-1.4329, 4.1314, -1.7021], [-3.1339, 5.5864, -0.1937], [-3.8492, 4.1303, 0.1922], [-4.0909, 3.7424, -2.1684], [-5.5781, 0.3355, -0.3041], [-4.5962, 0.3458, 0.7393], [-3.3290, -0.4099, 0.3295], [-3.5906, -1.7838, 0.0780], [-5.4753, -0.4826, -0.8057], [-4.3958, 1.3973, 0.9434], [-5.0900, -0.1483, 1.5839], [-2.5920, -0.2074, 1.1070], [-2.9542, -0.0348, -0.6267], [-3.1358, -2.3185, 0.7334], [4.9849, -0.3483, 2.5155], [4.1637, -1.0081, 1.5706], [4.5845, -1.0640, 0.1281], [4.4160, 0.2300, -0.4694], [5.9142, -0.5551, 2.3633], [4.1112, -2.0682, 1.8714], [3.2205, -0.4726, 1.6892], [4.0270, -1.8271, -0.4227], [5.6624, -1.2574, 0.0242], [5.2234, 0.5047, -0.9013], [-4.1647, -3.4343, -6.0817], [-2.8881, -2.8547, -6.0119], [-2.2456, -3.0292, -4.6521], [-2.9884, -2.4552, -3.5795], [-4.4611, -3.6341, -5.1883], [-2.2542, -3.2738, -6.8076], [-2.8968, -1.7987, -6.3316], [-1.2388, -2.6046, -4.5763], [-1.9600, -4.0796, -4.4990], [-2.3947, -2.3125, -2.8398]]}